No. 1
ORCA calculation (the ωB97M-V functional and the def2-TZVPD basis) on C22H42Cl3EuN2O3SSi as an isolated structure at a distorted geometry.

The value obtained for the energy above the lowest of the compared OMol25 structures with the same formula, charge and spin is 8.0 kcal per mole. The LUMO energy (spin up / spin down) comes out at 2.341 / 2.340 eV. The HOMO energy (spin up / spin down) comes out at -2.292 / -4.706 eV. Its multiplicity is 8. The orbital gap (spin up / spin down) is 4.633 / 7.045 eV. The charge is -1.

Geometry as XYZ:
```
75
Properties=species:S:1:pos:R:3:lowdin_spin:R:1
C 3.7883 -2.5206 1.3021 0.00
C 4.0613 -1.1060 0.8989 0.00
H 4.7080 -3.1150 1.2576 0.00
H 3.0395 -2.9756 0.6347 0.00
H 3.3823 -2.5596 2.3257 0.00
C 5.2188 -0.6579 0.3882 0.00
C 6.4387 -1.4813 0.1364 0.00
H 5.3286 0.4008 0.1093 0.00
H 6.2586 -2.5627 0.1675 0.00
H 7.2348 -1.2465 0.8598 0.00
H 6.8281 -1.2370 -0.8627 0.00
Eu -0.2235 -0.9610 -0.1847 7.01
Cl -0.4212 -1.0485 2.4530 -0.01
Cl -0.3427 -3.2466 -1.3339 -0.01
H -6.0227 0.7484 -0.4777 0.00
H -6.3345 -0.8334 1.6007 0.00
C -5.2359 0.0679 -0.8229 0.00
C -5.5515 -1.4516 1.1439 0.00
N -4.6560 -0.6438 0.3183 0.00
H -4.4267 0.6168 -1.3143 0.00
C -3.3359 -0.6758 0.4711 0.01
O -2.5153 -0.2305 -0.3811 0.00
H -4.9763 -1.9501 1.9338 0.00
H -2.9583 -1.1114 1.4167 0.00
H -5.6997 -0.6420 -1.5215 0.00
H -6.0636 -2.2131 0.5427 0.00
H 2.8089 -2.0396 -1.8334 0.00
H 4.2889 0.4328 -2.4343 0.00
C 2.5038 -1.8408 -2.8762 0.00
C 3.7237 0.2623 -3.3678 0.00
N 2.4519 -0.4031 -3.1089 0.00
H 1.5184 -2.2952 -3.0392 0.00
C 1.3544 0.3231 -2.8477 0.00
O 0.2801 -0.1417 -2.4090 0.00
H 3.5382 1.2337 -3.8473 0.00
H 1.4578 1.4012 -3.0656 0.00
H 3.2556 -2.2412 -3.5689 0.00
H 4.3177 -0.3812 -4.0292 0.00
O 2.0277 -0.4467 -0.0591 -0.01
C 2.8656 -0.1605 0.9900 0.00
C 3.4348 2.0785 -0.1012 0.00
C 3.2115 1.3350 1.0535 0.00
H 3.3269 1.5866 -1.0724 0.00
C 3.8287 3.4118 -0.0018 0.00
H 2.3535 -0.4197 1.9426 0.00
C 3.3624 1.9245 2.3145 0.00
H 4.0056 3.9694 -0.9191 0.00
C 4.0395 3.9947 1.2468 0.00
C 3.8138 3.2487 2.4121 0.00
H 3.1824 1.2931 3.1987 0.00
H 4.4127 5.0183 1.3058 0.00
H 4.0194 3.6762 3.4006 0.00
Si -1.4857 -6.0993 -0.0501 0.00
Cl 0.5445 -5.8285 0.4187 0.00
C -1.9789 -5.7989 -1.8398 0.00
C -2.4305 -5.1341 1.2493 0.00
C -1.7397 -7.9809 0.1090 0.00
H -1.5951 -4.8497 -2.2605 0.00
H -3.0769 -5.7741 -1.9407 0.00
H -1.6051 -6.6179 -2.4771 0.00
H -1.1925 -8.4628 -0.7207 0.00
H -2.8001 -8.2943 0.0659 0.00
H -1.3088 -8.3503 1.0500 0.00
H -2.1600 -4.0730 1.3660 0.00
H -2.2580 -5.6142 2.2252 0.00
H -3.5146 -5.1896 1.0485 0.00
C 0.0190 4.2054 -0.8638 0.00
S 0.3659 2.6566 -0.0150 0.00
C -0.6847 2.8149 1.4244 0.00
H 0.1308 4.0116 -1.9395 0.00
H 0.7387 4.9743 -0.5553 0.00
H -1.0077 4.5294 -0.6510 0.00
H -1.1354 3.8098 1.4567 0.00
H -1.4545 2.0354 1.3843 0.00
H -0.0506 2.6561 2.3038 0.00
```

No. 2
ORCA calculation (the ωB97M-V functional and the def2-TZVPD basis) on C22H42Cl3EuN2O4SSi as an isolated structure at a distorted geometry.

The value obtained for the energy above the lowest of the compared OMol25 structures with the same formula, charge and spin is 0.0 kcal per mole. The LUMO energy (spin up / spin down) comes out at 2.343 / 2.342 eV. The HOMO energy (spin up / spin down) comes out at -2.577 / -4.723 eV. Its multiplicity is 8. The orbital gap (spin up / spin down) is 4.920 / 7.066 eV. The charge is -1.

Geometry as XYZ:
```
76
Properties=species:S:1:pos:R:3:lowdin_spin:R:1
C -0.8271 -0.7734 -4.3520 0.00
C 0.5950 -1.2488 -4.3900 0.00
H -0.9822 0.0037 -5.1126 0.00
H -1.0883 -0.3824 -3.3566 0.00
H -1.5183 -1.6054 -4.5730 0.00
C 1.3962 -1.1465 -5.4669 0.00
C 0.9695 -0.5869 -6.7815 0.00
H 2.4286 -1.5013 -5.4325 0.00
H 0.3957 0.3443 -6.6757 0.00
H 0.3566 -1.2994 -7.3524 0.00
H 1.8603 -0.3831 -7.3895 0.00
Eu -2.2570 0.7447 1.8358 7.02
Cl -3.6268 -1.3045 2.7751 -0.01
Cl -2.8374 0.3569 -0.8869 -0.01
C -0.3390 -1.2986 3.2820 0.00
O -0.3910 -0.0456 3.2491 -0.01
N 0.7288 -1.9967 3.6580 0.00
C 1.9746 -1.3397 4.0205 0.00
C 0.7311 -3.4431 3.5306 0.00
H -1.2038 -1.9203 2.9747 0.00
H 1.7757 -0.3999 4.5403 0.00
H 2.5838 -1.1223 3.1325 0.00
H 2.5126 -2.0403 4.6630 0.00
H -0.2938 -3.8232 3.5446 0.00
H 1.3003 -3.8607 4.3622 0.00
H 1.1919 -3.7766 2.5904 0.00
H -4.0759 4.0667 -0.8506 0.00
H -1.7272 2.7901 -1.1313 0.00
C -3.5424 4.8434 -0.2859 0.00
C -1.3757 3.7763 -0.7771 0.00
N -2.2917 4.2999 0.2256 0.00
H -4.1747 5.1549 0.5514 0.00
C -2.1591 3.9273 1.5033 0.00
O -1.3439 3.0593 1.9069 0.00
H -0.3649 3.6697 -0.3624 0.00
H -2.8851 4.3990 2.1915 0.00
H -3.3250 5.6927 -0.9442 0.00
H -1.3621 4.4681 -1.6253 0.00
O 1.0516 -0.7629 -2.1530 0.00
C 1.1013 -1.8300 -3.0774 0.00
C 3.6505 -1.8207 -3.3202 0.00
C 2.4547 -2.5322 -3.1880 0.00
H 3.6453 -0.7281 -3.2216 0.00
C 4.8325 -2.5096 -3.6310 0.00
H 0.3524 -2.5725 -2.7684 0.00
C 2.4495 -3.9292 -3.3040 0.00
H 5.7707 -1.9572 -3.7297 0.00
C 4.8112 -3.9035 -3.8136 0.00
C 3.6138 -4.6097 -3.6516 0.00
H 1.4996 -4.4442 -3.1526 0.00
H 5.7275 -4.4360 -4.0877 0.00
H 3.5805 -5.6964 -3.7831 0.00
Si 1.5374 -0.4689 -0.5910 0.00
Cl -4.5134 2.3090 1.4839 -0.01
C 2.9677 0.7228 -0.6700 0.00
C 2.1147 -2.0487 0.2157 0.00
C 0.1239 0.3905 0.1996 0.00
H 3.8337 0.2976 -1.1975 0.00
H 3.2719 0.9915 0.3537 0.00
H 2.6536 1.6392 -1.1899 0.00
H -0.2707 1.1761 -0.4643 0.00
H 0.4365 0.8238 1.1677 0.00
H -0.6773 -0.3753 0.2954 0.00
H 2.8501 -2.5880 -0.4037 0.00
H 1.2884 -2.7407 0.4259 0.00
H 2.6130 -1.8177 1.1691 0.00
C -3.5517 1.9418 6.9959 0.00
S -4.0293 1.9518 5.2458 0.00
C -4.6089 3.6632 5.1704 0.00
O -2.7802 1.8407 4.4068 0.00
H -4.4555 1.8822 7.6104 0.00
H -3.0115 2.8625 7.2503 0.00
H -2.9332 1.0569 7.1663 0.00
H -4.6416 4.0846 6.1840 0.00
H -3.9424 4.2249 4.5094 0.00
H -5.6250 3.6140 4.7573 0.00
```

No. 3
ORCA calculation (the ωB97M-V functional and the def2-TZVPD basis) on C22H42FI2N3O5S as an isolated structure at a distorted geometry.

The LUMO energy comes out at -0.587 eV. The HOMO energy comes out at -8.019 eV. The orbital gap is 7.432 eV. The charge is 0.

Geometry as XYZ:
```
76
Properties=species:S:1:pos:R:3:mulliken_charge:R:1
C -2.3545 -2.9614 5.8361 -0.69
C -3.4282 -1.7753 5.8597 0.06
I -5.2045 -2.1453 7.1113 0.03
C -3.2882 -0.5260 5.1588 -0.75
I -4.9292 0.9155 5.4359 0.10
C -1.9974 -0.2235 4.2738 0.88
C -0.9946 0.8100 5.0377 -0.58
C 0.0576 1.5090 4.0384 -0.83
C 0.2495 0.7777 2.6223 0.98
C 1.3660 1.6586 1.8139 -1.28
C 0.9235 -0.7011 2.7504 -0.24
O 1.4181 -1.0925 3.8549 -0.48
N 0.9694 -1.6826 1.6322 0.10
C -0.2830 -2.4193 1.4723 0.60
O -0.8963 -2.4189 0.3690 -0.46
F -0.8645 -3.2189 2.5072 -0.25
O -0.9219 0.7652 1.7658 0.09
S -2.3506 0.5371 2.6176 1.23
O -3.3716 -0.2562 1.8253 -0.69
O -2.9624 1.9153 2.8152 -0.65
H -1.7912 -3.0673 4.8385 0.09
H -2.8982 -3.9706 5.9913 0.39
H -1.5317 -2.8505 6.6448 0.25
H -1.4180 -1.1928 4.0807 -0.37
H -0.5342 0.3420 5.9732 0.34
H -1.6879 1.6588 5.4211 0.28
H -0.1425 2.6145 3.8365 0.43
H 1.0871 1.4583 4.5705 0.37
H 0.9224 2.6970 1.6301 0.41
H 1.6815 1.1605 0.8345 0.15
H 2.2843 1.8220 2.5001 0.35
H 1.2188 -1.2269 0.7401 0.15
C -2.4196 1.7046 -0.9721 -1.20
C -2.0453 3.1598 -1.2288 -0.51
N -0.8995 3.3207 -2.1199 0.20
C -0.3582 4.6779 -2.1276 -0.65
C -1.2554 5.7947 -2.6579 -1.00
C -1.0046 2.6828 -3.4290 -0.65
C -2.1820 3.0760 -4.3191 -1.02
H -1.5614 1.1352 -0.6077 0.09
H -3.2035 1.6526 -0.2123 0.38
H -2.8054 1.2175 -1.8716 0.39
H -1.7982 3.5999 -0.2564 0.51
H -2.9285 3.6949 -1.5988 0.23
H 0.5853 4.6882 -2.6862 0.40
H -0.0747 4.9329 -1.0990 0.32
H -1.3426 5.7615 -3.7432 0.22
H -0.8184 6.7655 -2.4050 0.42
H -2.2569 5.7675 -2.2223 0.26
H -1.0436 1.5981 -3.2774 0.31
H -0.0740 2.8400 -3.9858 0.39
H -3.1298 3.0977 -3.7770 0.26
H -2.2890 2.3458 -5.1273 0.38
H -2.0277 4.0477 -4.7899 0.27
C 3.6703 -0.7902 -1.8508 -1.23
C 3.7396 -1.8515 -2.9437 -0.37
N 3.7195 -3.2181 -2.4331 0.10
C 4.0846 -4.2164 -3.4358 -0.70
C 3.1612 -4.3786 -4.6418 -0.95
C 2.5876 -3.5721 -1.5817 -0.68
C 1.1836 -3.4068 -2.1595 -0.77
H 4.4569 -0.9385 -1.1062 0.35
H 3.8059 0.2021 -2.2890 0.47
H 2.7020 -0.7918 -1.3418 0.03
H 4.6803 -1.6918 -3.4815 0.45
H 2.9327 -1.6731 -3.6650 0.26
H 4.2037 -5.1914 -2.9491 0.35
H 5.0857 -3.9682 -3.8085 0.42
H 2.2399 -4.8964 -4.3782 0.23
H 3.6589 -4.9862 -5.4036 0.39
H 2.9083 -3.4222 -5.1054 0.27
H 2.6489 -2.9714 -0.6662 0.29
H 2.7052 -4.6033 -1.2308 0.31
H 1.0495 -2.4519 -2.6726 0.18
H 0.4493 -3.4437 -1.3498 0.26
H 0.9321 -4.2120 -2.8508 0.32
```